No. 1
# C24H16Br2CoFN3O2S2

A structure of composition C24H16Br2CoFN3O2S2 (ωB97M-V/def2-TZVPD, the OMol25 dataset).

Results
Energy above the lowest of the compared OMol25 structures with the same formula, charge and spin = 0.0 kcal/mol
Orbital gap (spin up / spin down) = 7.0076 / 6.7060 eV
2S+1 = 1
LUMO level (spin up / spin down) = -3.97 / -4.52 eV
Total charge = +1

Last column: Mulliken charge in e.
Geometry (Å):
Co1 0.9675 0.0092 -0.3156  -0.810
Br1 -0.4250 -6.3388 0.2222  -0.106
C1 -0.0869 -4.5068 0.0628  -0.295
C2 -1.0568 -3.5801 0.4041  -0.901
C3 -0.7640 -2.2349 0.2718  -0.317
N1 0.4226 -1.8120 -0.1692  0.575
C4 1.3638 -2.7121 -0.5132  0.602
C5 1.1445 -4.0703 -0.4068  -0.658
C6 2.6139 -2.1055 -1.0089  0.871
C7 3.7233 -2.8128 -1.4345  -0.724
C8 4.8255 -2.1017 -1.8833  -0.154
Br2 6.3474 -3.0146 -2.4710  -0.097
C9 4.7945 -0.7144 -1.8930  -0.699
C10 3.6513 -0.0852 -1.4451  -0.226
N2 2.5868 -0.7649 -1.0175  0.481
H1 -2.0275 -3.8855 0.7656  0.505
H2 -1.4963 -1.4782 0.5202  0.619
H3 1.9073 -4.7833 -0.6810  0.534
H4 3.7393 -3.8920 -1.4227  0.538
H5 5.6396 -0.1353 -2.2341  0.447
H6 3.5801 0.9946 -1.4151  0.474
F1 -4.2522 3.2763 -2.8303  -0.333
C11 -3.1697 2.5105 -2.6510  0.432
C12 -1.9269 3.1129 -2.6175  -0.722
C13 -0.8158 2.3132 -2.4291  -0.036
C14 -0.9393 0.9280 -2.2818  -0.398
C15 0.2548 0.0854 -2.1448  -0.709
C16 -2.2178 0.3611 -2.3193  -0.176
C17 -3.3391 1.1453 -2.5066  -0.680
H7 -1.8478 4.1842 -2.7373  0.456
H8 0.1692 2.7665 -2.4208  0.405
H9 1.1304 0.5353 -2.6237  0.753
H10 0.1076 -0.9274 -2.5161  0.473
H11 -2.3305 -0.7124 -2.2176  0.395
H12 -4.3336 0.7230 -2.5411  0.452
O1 -2.4649 2.3651 0.3741  -0.566
S1 -2.0305 1.2501 1.1464  0.922
O2 -2.7773 0.0248 1.1049  -0.699
N3 -0.4135 0.8951 0.8265  0.235
C18 0.3620 1.1984 1.8469  1.097
S2 2.0202 0.9183 1.6319  -0.520
C19 -0.3350 1.7073 3.0355  -0.039
C20 0.1915 2.1024 4.2525  -0.711
C21 -0.6942 2.5489 5.2246  -0.608
C22 -2.0633 2.6008 4.9777  -0.586
C23 -2.5927 2.2098 3.7510  -0.687
C24 -1.6990 1.7616 2.8043  0.402
H13 1.2578 2.0625 4.4319  0.453
H14 -0.3169 2.8645 6.1875  0.411
H15 -2.7295 2.9555 5.7524  0.417
H16 -3.6547 2.2575 3.5534  0.508

---

No. 2
# C24H16Cl24F5NO2S

A cluster of 9 separate species, C24H16Cl24F5NO2S in total (ωB97M-V/def2-TZVPD, the OMol25 dataset).

Results
Orbital gap = 8.5850 eV
2S+1 = 1
Structure (SMILES) = O=C1NC(=O)c2c(C(F)(F)c3cccc(C(F)(F)F)c3)ccc(S)c21.ClC(Cl)Cl.ClC(Cl)Cl.ClC(Cl)Cl.ClC(Cl)Cl.ClC(Cl)Cl.ClC(Cl)Cl.ClC(Cl)Cl.ClC(Cl)Cl
LUMO level = -0.76 eV
Total charge = 0

Last column: Mulliken charge in e.
Geometry (Å):
O1 -1.4934 7.1016 -3.9273  -0.510
C1 -1.4499 6.0464 -3.3659  0.113
N1 -1.3133 5.9367 -1.9379  -0.393
C2 -1.4974 4.5574 -1.5717  0.519
O2 -1.4871 4.1793 -0.4368  -0.491
C3 -1.6453 3.7750 -2.8462  0.856
C4 -1.7998 2.4100 -3.0867  -0.055
C5 -1.8683 1.3459 -2.0001  1.512
F1 -2.6589 0.3223 -2.4944  -0.394
F2 -2.5059 1.7913 -0.8989  -0.198
C6 -0.5049 0.7399 -1.7039  0.048
C7 -0.3480 -0.6297 -1.5161  -0.732
C8 0.9170 -1.1551 -1.3100  -0.373
C9 2.0322 -0.3361 -1.2592  -0.149
C10 1.8691 1.0304 -1.4368  -0.839
C11 3.0625 1.9425 -1.4239  0.849
F3 4.1437 1.3447 -1.9790  -0.257
F4 2.8390 3.0645 -2.1428  -0.244
F5 3.4061 2.3387 -0.1874  -0.261
C12 0.6107 1.5606 -1.6592  0.219
C13 -1.8557 1.9797 -4.4045  -1.050
C14 -1.7717 2.8717 -5.4669  -0.544
C15 -1.6272 4.2371 -5.2465  0.105
S1 -1.4599 5.3995 -6.5655  -0.192
C16 -1.5765 4.6606 -3.9226  -0.412
H1 -0.3449 6.1443 -1.6971  0.324
H2 -1.1858 -1.3075 -1.5775  0.603
H3 1.0647 -2.2223 -1.2065  0.466
H4 3.0222 -0.7474 -1.1075  -0.198
H5 0.5214 2.6284 -1.7968  0.474
H6 -1.9454 0.9275 -4.6355  0.522
H7 -1.7932 2.5010 -6.4813  0.509
H8 -2.5658 5.1747 -7.2879  0.167
C17 6.0119 -1.5228 -1.5984  0.206
Cl1 7.5733 -1.8714 -0.8623  -0.110
Cl2 6.0416 -1.8552 -3.3323  -0.127
Cl3 4.7277 -2.4406 -0.8033  -0.126
H9 5.8017 -0.4698 -1.4665  0.148
C18 5.5944 -6.5449 -1.2239  -0.027
Cl4 5.8609 -5.1131 -2.2168  -0.061
Cl5 5.6405 -6.1332 0.4898  -0.075
Cl6 4.0655 -7.3225 -1.6428  -0.132
H10 6.3926 -7.2479 -1.4213  0.297
C19 8.2614 -7.5384 3.4506  0.070
Cl7 8.8401 -7.2903 1.8042  -0.111
Cl8 9.2951 -6.6968 4.6046  -0.121
Cl9 6.5794 -7.0317 3.6357  -0.121
H11 8.3126 -8.5971 3.6653  0.278
C20 -2.6152 -0.4157 2.4205  -0.066
Cl10 -1.4703 -0.3686 1.0774  0.027
Cl11 -1.8340 -0.9289 3.9141  -0.121
Cl12 -3.3850 1.1620 2.6298  -0.114
H12 -3.3852 -1.1365 2.1789  0.269
C21 -4.7843 -1.6757 7.2542  0.040
Cl13 -3.1992 -1.8909 8.0021  -0.137
Cl14 -4.6177 -1.2012 5.5691  -0.039
Cl15 -5.7462 -3.1458 7.4108  -0.115
H13 -5.2971 -0.8821 7.7827  0.253
C22 -4.6206 -3.3289 11.4741  0.140
Cl16 -5.2288 -1.7093 11.1326  -0.111
Cl17 -3.9905 -3.4286 13.1176  -0.130
Cl18 -5.8739 -4.5392 11.2055  -0.113
H14 -3.8080 -3.5290 10.7878  0.212
C23 -7.0417 2.0504 4.0855  0.558
Cl19 -7.0001 1.1652 5.6107  -0.106
Cl20 -8.3847 1.5043 3.0816  -0.125
Cl21 -7.1310 3.7881 4.3664  -0.127
H15 -6.1212 1.8418 3.5561  -0.197
C24 1.6352 2.8836 -8.2525  -0.018
Cl22 1.6492 4.2336 -9.3833  -0.117
Cl23 1.8065 3.4517 -6.5920  -0.074
Cl24 0.1729 1.9128 -8.4567  -0.116
H16 2.4822 2.2491 -8.4755  0.345

---

No. 3
# C24H16F10N4O4Tc

A structure of composition C24H16F10N4O4Tc (ωB97M-V/def2-TZVPD, the OMol25 dataset).

Results
Energy above the lowest of the compared OMol25 structures with the same formula, charge and spin = 0.0 kcal/mol
Orbital gap (spin up / spin down) = 6.4935 / 6.9123 eV
2S+1 = 4
LUMO level (spin up / spin down) = -6.75 / -7.52 eV
Total charge = +2

Last column: Mulliken charge in e.
Geometry (Å):
Tc1 -0.8703 -0.9897 0.8488  0.271
C1 -3.2356 -0.6648 0.7437  -0.675
N1 -2.2723 -1.0201 -0.2800  0.284
C2 -0.7830 -2.7331 1.5065  -0.867
C3 0.1681 -2.7792 2.6341  -0.455
N2 0.7004 -1.4228 2.6797  0.117
C4 1.6116 -1.0935 3.5851  -0.359
C5 2.1973 0.2104 3.5504  0.198
F1 1.8423 1.0393 2.5725  -0.135
C6 3.1249 0.6453 4.4555  -0.163
F2 3.6395 1.8574 4.3629  -0.255
C7 3.5413 -0.2089 5.4813  0.780
F3 4.4259 0.1967 6.3527  -0.241
C8 3.0151 -1.4998 5.5661  -0.068
F4 3.4122 -2.3001 6.5343  -0.240
C9 2.0899 -1.9287 4.6495  0.806
F5 1.6190 -3.1625 4.7887  -0.274
C10 -2.6436 -1.1101 -1.6790  -0.830
C11 -3.0788 0.2343 -2.2479  -1.108
N3 -1.9453 1.1300 -2.2158  -0.144
C12 -2.0488 2.3630 -2.6866  -0.144
C13 -3.2160 3.0404 -3.1610  1.060
F6 -4.3867 2.4106 -3.1655  -0.290
C14 -3.1868 4.3435 -3.5958  -0.103
F7 -4.2930 4.9350 -4.0059  -0.248
C15 -1.9873 5.0545 -3.5967  0.800
F8 -1.9594 6.2992 -4.0097  -0.252
C16 -0.8118 4.4402 -3.1568  -0.129
F9 0.3275 5.1169 -3.1664  -0.272
C17 -0.8520 3.1450 -2.7228  0.093
F10 0.2927 2.5704 -2.3297  -0.189
H1 -3.9944 -1.4267 0.9183  0.434
H2 -3.6773 0.3209 0.6002  0.380
H3 -2.6735 -0.5878 1.7404  0.196
H4 -0.5819 -4.1598 -1.7215  0.328
H5 -1.3622 -3.6200 1.2637  0.544
H6 0.9491 -3.5315 2.4626  0.411
H7 -0.3463 -3.0754 3.5554  0.531
H8 -3.4465 -1.8468 -1.7725  0.426
H9 -1.7737 -1.4632 -2.2270  0.182
H10 -3.9386 0.6273 -1.6958  0.533
H11 -3.4324 0.0709 -3.2711  0.546
O1 1.4202 -3.8687 -2.4372  -0.550
C18 0.8577 -2.9671 -1.6425  0.382
O2 -0.3513 -3.3358 -1.2598  -0.309
C19 1.4595 -1.7630 -1.2501  0.857
C20 2.7781 -1.4883 -1.7336  -1.240
C21 3.3360 -0.2607 -1.5918  -1.385
C22 2.5882 0.7454 -0.9528  -0.941
C23 1.3808 0.4156 -0.4062  0.940
N4 0.8149 -0.8246 -0.4661  0.975
C24 0.5802 1.4138 0.3575  0.929
O3 0.9062 2.6674 0.4148  -0.422
O4 -0.4150 1.0526 0.9907  -0.760
H12 2.1851 -3.5467 -2.9297  0.351
H13 3.3605 -2.2681 -2.2046  0.442
H14 4.3307 -0.0568 -1.9617  0.495
H15 3.0019 1.7403 -0.8678  0.389
H16 1.6068 2.9182 -0.2041  0.367

---

No. 4
# C24H16I3N3O3ReS3

A structure of composition C24H16I3N3O3ReS3 (ωB97M-V/def2-TZVPD, the OMol25 dataset).

Results
Energy above the lowest of the compared OMol25 structures with the same formula, charge and spin = 0.0 kcal/mol
Orbital gap (spin up / spin down) = 6.1662 / 6.1939 eV
2S+1 = 2
LUMO level (spin up / spin down) = -1.59 / -1.36 eV
Total charge = 0

Last column: Mulliken charge in e.
Geometry (Å):
Re1 -0.1373 0.2245 0.3309  0.424
C1 3.3586 3.0996 1.2705  -1.085
C2 3.5981 1.6977 1.7360  0.580
N1 4.7621 1.3755 2.2467  -0.692
C3 4.9649 0.1119 2.6675  -0.807
C4 4.0222 -0.8801 2.5967  0.497
C5 4.3449 -2.2555 3.1159  -0.977
O1 3.5235 -2.6438 4.2143  -0.515
C6 2.7568 -0.5625 2.0422  0.124
C7 1.7227 -1.5720 2.0079  -0.205
N2 0.5721 -1.4500 1.4405  0.325
C8 -0.3593 -2.5313 1.5682  -0.301
C9 -0.3715 -3.4087 2.6450  -0.556
C10 -1.2969 -4.4392 2.6751  -0.802
C11 -2.2096 -4.5898 1.6397  -0.545
C12 -2.2182 -3.6946 0.5830  -0.652
C13 -1.3061 -2.6471 0.5543  1.091
I1 -1.7751 0.6799 2.3827  -0.374
C14 2.5451 0.7437 1.6003  0.885
O2 1.4272 1.1687 1.0609  -0.880
H1 4.2483 3.6961 1.4526  0.384
H2 2.5045 3.5377 1.7896  0.325
H3 3.1155 3.1162 0.2055  0.170
H4 5.9462 -0.0969 3.0797  0.346
H5 5.4028 -2.2924 3.3891  0.369
H6 4.1818 -3.0162 2.3508  0.377
H7 3.6063 -1.9754 4.9030  0.352
H8 1.9416 -2.5004 2.5230  0.642
H9 0.3088 -3.2750 3.4759  0.567
H10 -1.3143 -5.1151 3.5194  0.384
H11 -2.9328 -5.3941 1.6671  0.386
H12 -2.9434 -3.7885 -0.2150  0.446
I2 -1.6136 4.7073 -1.8488  0.102
C15 -0.1009 3.3977 -2.3857  -0.468
C16 0.7735 3.7215 -3.4433  -0.247
C17 1.7900 2.8854 -3.8192  -0.332
I3 3.0291 3.4502 -5.3986  0.072
C18 1.9914 1.6559 -3.1393  0.987
C19 3.0056 0.7085 -3.4042  -0.682
C20 3.0851 -0.4385 -2.6634  -1.277
C21 2.1505 -0.6643 -1.6404  -0.575
N3 1.2028 0.2026 -1.3707  0.438
C22 1.1027 1.3507 -2.0941  0.084
C23 0.0390 2.2114 -1.7003  0.721
O3 -0.7352 1.8296 -0.7031  -0.575
H13 0.6285 4.6591 -3.9620  0.364
H14 3.7141 0.8987 -4.1994  0.227
H15 3.8506 -1.1767 -2.8544  0.468
H16 2.1673 -1.5656 -1.0405  0.757
S1 0.7393 -3.6493 -3.1896  -0.239
C24 0.2752 -2.3317 -3.8620  0.483
S2 -0.1876 -1.0177 -4.5326  -0.206
S3 -1.2963 -1.4615 -0.7479  -0.387